No. 1
Formula: C18H53BI2O20P6S
Source: the OMol25 dataset
Level of theory: ωB97M-V/def2-TZVPD

Last column: Löwdin charge in e.
Element x y z (Å)
C1 6.07 1.83 -1.67  -0.217
C2 5.67 0.58 -2.65  -0.779
I1 7.52 -0.66 -2.81  0.696
C3 4.52 -0.43 -2.05  -0.703
I2 5.51 -1.64 -0.46  0.700
B1 3.23 0.31 -1.35  -0.413
P1 2.17 1.72 -2.09  0.312
S1 3.08 2.84 -3.39  0.096
H1 6.92 2.46 -2.21  0.094
H2 5.20 2.58 -1.44  0.052
H3 6.49 1.39 -0.65  0.070
H4 5.40 0.86 -3.75  0.077
H5 4.20 -1.23 -2.89  0.111
H6 2.90 -0.09 -0.27  0.014
H7 1.70 2.53 -0.96  -0.006
H8 0.98 1.13 -2.68  -0.012
C4 6.77 -2.78 -6.03  -0.140
O1 7.37 -3.17 -7.25  -0.217
P2 7.82 -4.71 -7.42  0.443
O2 7.09 -5.69 -6.56  -0.251
O3 9.42 -4.68 -7.22  -0.210
C5 9.93 -4.62 -5.90  -0.117
O4 7.67 -4.96 -9.00  -0.212
C6 6.36 -5.16 -9.48  -0.116
H9 7.53 -2.69 -5.25  0.027
H10 6.29 -1.81 -6.18  0.086
H11 6.01 -3.50 -5.73  0.087
H12 9.23 -5.04 -5.18  0.086
H13 10.14 -3.57 -5.65  0.090
H14 10.86 -5.18 -5.86  0.092
H15 5.72 -4.31 -9.24  0.089
H16 5.94 -6.08 -9.05  0.088
H17 6.40 -5.27 -10.57  0.092
C7 -4.19 5.37 -0.87  -0.111
O5 -3.22 4.35 -0.74  -0.222
P3 -1.77 4.77 -0.18  0.442
O6 -1.73 6.01 0.66  -0.249
O7 -0.84 4.80 -1.49  -0.224
C8 -0.89 5.93 -2.33  -0.113
O8 -1.28 3.43 0.57  -0.222
C9 -1.83 3.18 1.84  -0.121
H18 -3.98 5.98 -1.76  0.089
H19 -5.17 4.89 -1.00  0.089
H20 -4.23 6.00 0.02  0.085
H21 -1.21 6.82 -1.78  0.087
H22 -1.59 5.74 -3.15  0.092
H23 0.10 6.11 -2.75  0.093
H24 -2.92 3.13 1.78  0.092
H25 -1.53 3.97 2.54  0.085
H26 -1.45 2.23 2.21  0.093
C10 -2.34 -0.47 7.60  -0.109
O9 -2.20 0.17 6.35  -0.219
P4 -3.54 0.43 5.49  0.443
O10 -4.81 0.50 6.27  -0.248
O11 -3.49 -0.70 4.35  -0.214
C11 -3.90 -2.01 4.68  -0.114
O12 -3.17 1.77 4.67  -0.224
C12 -3.25 2.99 5.38  -0.108
H27 -2.51 -1.54 7.46  0.083
H28 -1.42 -0.33 8.17  0.094
H29 -3.17 -0.04 8.18  0.087
H30 -4.61 -2.01 5.51  0.088
H31 -3.02 -2.61 4.94  0.087
H32 -4.39 -2.45 3.81  0.092
H33 -2.59 2.96 6.25  0.092
H34 -4.28 3.17 5.69  0.092
H35 -2.94 3.80 4.72  0.084
C13 -7.95 3.81 -6.28  -0.114
O13 -6.97 2.80 -6.15  -0.217
P5 -5.52 3.22 -5.59  0.443
O14 -5.48 4.45 -4.75  -0.256
O15 -4.59 3.25 -6.90  -0.210
C14 -4.65 4.38 -7.74  -0.117
O16 -5.03 1.88 -4.84  -0.210
C15 -5.58 1.63 -3.57  -0.109
H36 -7.74 4.42 -7.17  0.085
H37 -8.92 3.34 -6.41  0.091
H38 -7.98 4.45 -5.39  0.086
H39 -4.96 5.27 -7.19  0.085
H40 -5.34 4.18 -8.56  0.091
H41 -3.65 4.56 -8.15  0.093
H42 -6.67 1.58 -3.63  0.090
H43 -5.29 2.42 -2.87  0.081
H44 -5.20 0.67 -3.20  0.094
C16 0.81 -6.57 9.66  -0.113
O17 0.47 -5.25 10.00  -0.217
P6 -0.78 -4.57 9.25  0.439
O18 -1.80 -5.52 8.69  -0.250
O19 -0.11 -3.58 8.18  -0.222
C17 0.39 -4.13 6.98  -0.115
O20 -1.35 -3.55 10.36  -0.217
C18 -2.13 -4.11 11.39  -0.113
H45 1.33 -6.58 8.70  0.085
H46 1.48 -6.97 10.43  0.091
H47 -0.07 -7.21 9.61  0.087
H48 -0.13 -5.06 6.71  0.087
H49 1.46 -4.33 7.08  0.091
H50 0.24 -3.41 6.17  0.091
H51 -1.56 -4.87 11.93  0.090
H52 -3.04 -4.55 10.98  0.090
H53 -2.41 -3.32 12.09  0.093

Kohn-Sham gap in eV: 6.895
E_tot in eV: -143930.1416
LUMO level in eV: -1.43
HOMO in eV: -8.3



No. 2
Formula: C35H41Cl2N2OP3W
Source: the OMol25 dataset
Level of theory: ωB97M-V/def2-TZVPD

Last column: Löwdin spin population.
Element x y z (Å)
P1 -0.15 -2.64 0.22  0.039
C1 -1.57 -3.78 0.28  0.005
C2 -1.86 -4.76 -0.69  0.003
H1 -1.20 -4.89 -1.57  0.000
C3 -2.98 -5.59 -0.54  0.000
H2 -3.22 -6.33 -1.30  0.000
C4 -3.77 -5.48 0.61  0.003
H3 -4.63 -6.13 0.74  0.000
C5 -3.49 -4.52 1.60  0.000
H4 -4.09 -4.43 2.48  0.000
C6 -2.38 -3.67 1.44  0.002
H5 -2.13 -2.93 2.18  0.001
C7 0.52 -2.61 -1.48  0.005
C8 -0.37 -2.40 -2.55  0.004
H6 -1.43 -2.60 -2.40  0.000
C9 0.12 -1.98 -3.79  -0.001
H7 -0.59 -1.76 -4.58  0.000
C10 1.50 -1.90 -4.00  0.005
H8 1.88 -1.59 -4.98  0.000
C11 2.40 -2.23 -2.99  -0.001
H9 3.48 -2.25 -3.17  0.000
C12 1.92 -2.58 -1.72  0.005
H10 2.62 -2.85 -0.93  0.000
C13 1.20 -3.34 1.25  0.001
C14 1.76 -4.60 1.01  0.001
H11 1.39 -5.24 0.19  0.000
C15 2.82 -5.09 1.79  0.000
H12 3.29 -6.06 1.58  0.000
C16 3.28 -4.30 2.87  0.000
H13 4.10 -4.67 3.51  0.000
C17 2.70 -3.07 3.16  0.000
H14 3.02 -2.46 4.01  0.000
C18 1.68 -2.56 2.34  0.000
H15 1.21 -1.61 2.54  0.000
W1 -1.48 1.67 0.42  1.302
C19 0.33 2.68 -0.36  -0.008
C20 1.44 1.99 -0.65  0.075
H16 0.29 3.77 -0.56  -0.002
C21 1.44 0.53 -0.24  0.014
O1 2.56 0.28 0.67  0.011
H17 2.46 -0.59 1.08  0.000
C22 0.14 0.40 0.47  0.078
H18 1.55 -0.16 -1.10  0.000
C23 -0.89 -0.47 0.76  0.183
Cl1 -2.24 3.93 0.16  0.046
Cl2 -3.29 1.29 1.91  0.122
P2 -2.92 1.49 -1.54  0.030
C24 -4.59 2.19 -1.31  -0.001
H19 -4.54 3.29 -1.28  0.000
H20 -5.00 1.85 -0.35  0.000
H21 -5.27 1.87 -2.12  -0.001
C25 -2.13 2.28 -2.97  0.017
H22 -1.10 1.91 -3.07  0.001
H23 -2.08 3.37 -2.82  0.000
H24 -2.67 2.07 -3.91  0.002
C26 -3.13 -0.27 -1.91  0.004
H25 -3.37 -0.82 -0.98  0.001
H26 -2.18 -0.67 -2.32  0.000
H27 -3.95 -0.41 -2.65  0.000
P3 2.90 2.63 -1.58  0.010
C27 2.67 4.39 -1.75  0.000
C28 2.89 1.74 -3.14  0.002
H28 2.64 4.85 -0.76  0.000
H29 1.74 4.62 -2.29  0.000
H30 3.53 4.77 -2.32  0.000
H31 2.83 0.66 -2.96  0.000
H32 3.82 1.98 -3.66  0.000
H33 2.03 2.05 -3.75  0.000
C29 4.35 2.19 -0.67  0.004
H34 4.65 3.03 -0.04  0.000
H35 5.15 1.95 -1.38  0.001
H36 4.11 1.32 -0.04  0.000
H37 -1.45 -0.47 1.74  0.036
N1 -0.11 7.00 6.50  0.000
C30 -0.30 6.08 5.78  0.000
C31 -0.54 5.00 4.84  0.000
C32 -1.85 4.65 4.47  0.000
C33 -2.03 3.79 3.38  0.001
N2 -1.02 3.24 2.74  -0.005
C34 0.22 3.49 3.12  0.000
C35 0.51 4.32 4.21  0.000
H38 -2.71 5.05 4.99  0.000
H39 -3.04 3.58 3.05  0.001
H40 1.03 3.04 2.55  0.000
H41 1.53 4.47 4.55  0.000

Kohn-Sham gap (alpha / beta) in eV: 6.452 / 7.160
Charge: +2
Spin multiplicity: 3
E_tot in eV: -96709.0170
Expectation value of S²: 2.02
LUMO level (alpha / beta) in eV: -6.37 / -6.64
HOMO (alpha / beta) in eV: -12.8 / -13.8



No. 3
Formula: C54H45IO7P3PtSSe
Source: the OMol25 dataset
Level of theory: ωB97M-V/def2-TZVPD

Last column: Löwdin spin population.
Element x y z (Å)
Pt1 -0.87 1.02 -0.58  0.585
I1 -0.59 3.32 -2.06  0.140
C1 -1.64 4.69 -0.78  0.093
C2 -0.93 5.86 -0.50  0.115
C3 -1.55 6.91 0.16  0.035
C4 -2.89 6.81 0.47  0.132
C5 -3.62 5.64 0.21  0.010
C6 -5.00 5.59 0.48  0.179
C7 -5.75 4.45 0.22  0.067
C8 -5.11 3.32 -0.23  0.135
C9 -3.73 3.29 -0.48  0.144
P1 -3.06 1.65 -0.75  0.115
C10 -4.16 0.54 0.19  0.023
C11 -3.91 0.43 1.56  0.011
C12 -4.67 -0.43 2.33  0.000
C13 -5.68 -1.17 1.75  0.006
C14 -5.93 -1.07 0.40  0.001
C15 -5.17 -0.22 -0.39  0.008
C16 -3.37 1.27 -2.51  0.013
C17 -2.81 0.11 -3.05  0.002
C18 -2.82 -0.10 -4.41  0.000
C19 -3.39 0.85 -5.26  0.002
C20 -3.95 2.00 -4.73  0.000
C21 -3.93 2.22 -3.37  0.005
C22 -2.97 4.49 -0.36  0.018
H1 0.09 5.95 -0.83  0.010
H2 -0.99 7.80 0.39  -0.001
H3 -3.40 7.65 0.92  0.006
H4 -5.48 6.48 0.88  0.010
H5 -6.81 4.45 0.39  0.001
H6 -5.69 2.42 -0.40  0.009
H7 -3.12 1.03 1.99  0.003
H8 -4.46 -0.53 3.39  0.000
H9 -6.28 -1.83 2.36  0.000
H10 -6.71 -1.66 -0.05  0.000
H11 -5.37 -0.13 -1.45  0.000
H12 -2.37 -0.62 -2.38  0.000
H13 -2.37 -0.99 -4.82  0.000
H14 -3.37 0.69 -6.33  0.000
H15 -4.37 2.75 -5.39  0.000
H16 -4.35 3.13 -2.95  0.001
C23 3.47 -0.81 -0.78  0.001
P2 1.82 0.03 -0.90  0.006
C24 1.66 0.19 -2.72  0.001
C25 1.38 -1.04 -3.31  0.001
C26 1.24 -1.13 -4.69  0.000
C27 1.38 0.00 -5.48  0.001
C28 1.67 1.22 -4.89  0.000
C29 1.81 1.32 -3.51  0.001
C30 1.85 1.62 -0.03  -0.001
C31 0.97 1.75 1.07  0.006
C32 0.79 2.98 1.67  -0.001
C33 1.49 4.09 1.21  0.008
C34 2.39 3.95 0.17  -0.001
C35 2.58 2.73 -0.45  0.007
P3 3.93 -0.98 1.02  0.000
C36 5.75 -1.18 0.82  0.000
C37 6.49 -0.12 0.29  0.000
C38 7.87 -0.16 0.26  0.000
C39 8.55 -1.27 0.76  0.000
C40 7.83 -2.32 1.30  0.000
C41 6.44 -2.27 1.34  0.000
C42 3.51 -2.74 1.34  0.000
C43 2.94 -3.04 2.56  0.000
C44 2.67 -4.35 2.91  0.000
C45 2.97 -5.37 2.02  0.000
C46 3.54 -5.08 0.80  0.000
C47 3.83 -3.77 0.46  0.000
H17 4.21 -0.22 -1.32  0.000
H18 3.34 -1.79 -1.24  0.000
H19 1.29 -1.92 -2.69  0.000
H20 1.01 -2.09 -5.13  0.000
H21 1.28 -0.07 -6.55  0.000
H22 1.78 2.10 -5.49  0.000
H23 2.02 2.28 -3.08  0.000
H24 0.55 0.86 1.53  0.003
H25 0.13 3.08 2.52  0.000
H26 1.34 5.05 1.68  0.002
H27 2.97 4.81 -0.16  0.000
H28 3.27 2.64 -1.27  0.000
H29 5.98 0.76 -0.08  0.000
H30 8.43 0.67 -0.14  0.000
H31 9.63 -1.30 0.74  0.000
H32 8.34 -3.18 1.70  0.000
H33 5.90 -3.09 1.78  0.000
H34 2.69 -2.24 3.25  0.000
H35 2.21 -4.58 3.86  0.000
H36 2.74 -6.40 2.28  0.000
H37 3.77 -5.87 0.10  0.000
H38 4.30 -3.56 -0.49  0.000
C48 -0.29 -2.99 5.84  0.000
C49 -0.68 -2.86 4.40  0.000
C50 -1.57 -3.76 3.82  0.000
C51 -1.90 -3.67 2.48  0.000
C52 -1.32 -2.68 1.72  0.000
C53 -0.46 -1.76 2.28  0.001
C54 -0.15 -1.84 3.62  0.000
S1 -1.85 -2.49 0.03  0.006
O1 -3.08 -3.22 -0.10  0.007
O2 -0.83 -3.02 -0.99  0.000
O3 -2.01 -1.08 -0.23  0.058
H39 -1.01 -3.57 6.40  0.000
H40 -0.18 -2.01 6.31  0.000
H41 0.68 -3.49 5.92  0.000
H42 -2.00 -4.55 4.43  0.000
H43 -2.58 -4.35 2.01  0.000
H44 -0.03 -1.02 1.63  0.001
H45 0.52 -1.12 4.06  0.000
O4 1.69 -3.80 -1.44  0.000
Se1 0.44 -4.30 -0.63  0.000
O5 0.55 -4.24 0.93  0.000
O6 0.74 -0.82 -0.35  0.015
O7 -0.15 -5.64 -1.18  0.000

Kohn-Sham gap (alpha / beta) in eV: 4.089 / 6.764
Charge: -1
Spin multiplicity: 3
E_tot in eV: -186455.0499
Expectation value of S²: 2.03
LUMO level (alpha / beta) in eV: 2.01 / 1.74
HOMO (alpha / beta) in eV: -2.1 / -5.0